P.
ORCA calculation (ωB97M-V/def2-TZVPD) on a single ClH3P4S molecule.

Calculated values
frontier orbital gap = 7.25 eV
highest occupied orbital energy = -8.590 eV

The geometry in ORCA input format:
```
! wB97M-V def2-TZVPD RIJCOSX def2/J DEFGRID3
* xyz 0 1
P 1.40 0.39 0.23
P -0.54 1.50 0.37
Cl 0.23 3.27 -0.21
P -1.08 0.73 -1.57
P -2.83 -0.03 -0.67
S -3.64 -0.01 1.06
H 0.48 -0.75 0.20
H 1.38 0.36 1.67
H -3.43 -0.81 -1.70
*
```

***

Q.
ORCA calculation (ωB97M-V/def2-TZVPD) on a single ClH3P4S molecule.

Calculated values
frontier orbital gap = 6.96 eV
highest occupied orbital energy = -8.494 eV

The geometry in ORCA input format:
```
! wB97M-V def2-TZVPD RIJCOSX def2/J DEFGRID3
* xyz 0 1
P 0.82 1.67 0.26
P 1.40 -0.16 -0.73
Cl 3.35 -0.18 -0.23
P 0.46 -1.39 0.85
P -1.52 -1.31 0.20
S -2.98 -0.43 -0.75
H -0.65 1.81 0.17
H 0.98 2.14 -0.94
H -1.87 -2.15 1.18
*
```

***

On energetic grounds, P is preferred over the next structure by 58.9 kJ/mol.

***

P.
ORCA calculation (ωB97M-V/def2-TZVPD) on 3 unconnected molecules or ions with the total composition C7H16N2.

Calculated values
frontier orbital gap (spin up / spin down) = 6.62 / 7.59 eV
highest occupied orbital energy (spin up / spin down) = -5.766 / -6.681 eV

The geometry in ORCA input format:
```
! wB97M-V def2-TZVPD RIJCOSX def2/J DEFGRID3
* xyz 0 1
C -0.19 1.30 2.21
C -0.03 0.36 -0.16
C -0.06 -0.65 0.73
C 1.21 0.94 -0.75
C 0.76 -2.39 -2.28
C -0.34 -1.77 -1.50
N 0.80 2.32 2.30
N -1.54 1.70 2.09
C -1.64 -1.94 -1.71
H -0.05 0.54 2.98
H -0.97 0.79 -0.47
H 0.74 3.01 1.57
H -1.93 2.11 2.94
H 1.74 1.95 2.36
H -1.71 2.33 1.32
H -0.99 -1.03 1.11
H 0.86 -1.13 1.05
H 1.15 0.92 -1.84
H 1.32 1.98 -0.45
H 2.10 0.39 -0.44
H 1.39 -3.02 -1.64
H 1.42 -1.63 -2.71
H 0.41 -3.03 -3.11
H -2.04 -2.59 -2.51
H -2.40 -1.45 -1.10
*
```

***

Q.
ORCA calculation (ωB97M-V/def2-TZVPD) on 2 unconnected molecules or ions with the total composition C7H16N2.

Calculated values
frontier orbital gap = 9.56 eV
highest occupied orbital energy = -8.680 eV

The geometry in ORCA input format:
```
! wB97M-V def2-TZVPD RIJCOSX def2/J DEFGRID3
* xyz 0 1
C -1.32 1.97 0.60
C -1.07 0.69 -0.21
N -2.28 0.19 -0.84
C -0.37 -0.46 0.57
C 0.14 -0.09 1.96
N -1.26 -1.60 0.70
H -0.39 2.39 0.98
H -1.98 1.77 1.44
H -1.79 2.71 -0.04
H -0.37 0.95 -1.03
H -2.96 -0.04 -0.13
H -2.68 0.92 -1.43
H 0.54 -0.70 -0.06
H 0.84 0.74 1.91
H -0.68 0.18 2.61
H 0.66 -0.94 2.39
H -1.62 -1.86 -0.21
H -0.75 -2.39 1.09
C 1.60 0.57 -2.29
C 2.12 -0.31 -1.64
C 2.95 -1.31 -1.00
H 1.19 1.31 -2.91
H 3.13 -1.03 0.04
H 2.45 -2.27 -1.02
H 3.91 -1.39 -1.51
*
```

***

R.
ORCA calculation (ωB97M-V/def2-TZVPD) on a single C7H16N2 molecule.

Calculated values
frontier orbital gap = 9.58 eV
highest occupied orbital energy = -8.708 eV

The geometry in ORCA input format:
```
! wB97M-V def2-TZVPD RIJCOSX def2/J DEFGRID3
* xyz 0 1
C -0.97 -0.46 1.73
C -0.87 0.08 0.29
C -1.51 1.48 0.25
C -1.69 -0.84 -0.63
C 0.68 0.12 -0.13
N 1.32 1.41 0.21
C 1.64 -1.03 0.29
N 2.36 -0.91 -1.00
C 1.07 -0.27 -1.58
H -2.00 -0.41 2.10
H -0.33 0.12 2.41
H -0.65 -1.51 1.79
H -1.04 2.16 0.98
H -1.42 1.94 -0.74
H -2.58 1.44 0.51
H -2.73 -0.91 -0.30
H -1.28 -1.85 -0.66
H -1.72 -0.45 -1.66
H 1.12 2.16 -0.45
H 2.33 1.37 0.31
H 1.16 -2.01 0.40
H 2.25 -0.85 1.19
H 3.13 -0.24 -0.95
H 0.49 -1.06 -2.05
H 1.23 0.53 -2.30
*
```

***

S.
ORCA calculation (ωB97M-V/def2-TZVPD) on a molecular structure, C7H16N2.

Calculated values
frontier orbital gap = 8.39 eV
highest occupied orbital energy = -8.307 eV

The geometry in ORCA input format:
```
! wB97M-V def2-TZVPD RIJCOSX def2/J DEFGRID3
* xyz 0 1
C -3.16 -0.95 0.60
C -2.26 -0.78 -0.76
C -1.17 0.27 -0.41
C -1.50 1.72 0.18
C 2.28 0.29 0.18
C 2.68 -0.37 -1.09
C 2.20 -0.77 1.32
H -2.26 -0.43 1.84
H -3.35 -2.51 0.61
H -4.43 -0.16 0.41
H -2.91 -0.39 -1.57
H -1.65 -1.75 -1.15
H -2.01 1.37 1.47
H -0.48 2.43 0.12
H -2.50 2.22 -0.40
H 0.70 1.48 0.97
H 3.17 0.90 0.60
H 3.55 -1.03 -1.04
H 3.03 0.08 -2.05
H 1.80 -1.02 -1.41
H 3.12 -1.68 1.46
H 1.27 -1.32 0.89
H 2.10 -0.37 2.32
N 0.01 -0.05 -0.52
N 0.90 0.88 0.06
*
```

***

On energetic grounds, R is preferred over the next structure by 100.5 kJ/mol.

***

P.
ORCA calculation (ωB97M-V/def2-TZVPD) on a molecular structure, C7H16N2.

Calculated values
frontier orbital gap (spin up / spin down) = 8.73 / 8.73 eV
highest occupied orbital energy (spin up / spin down) = -8.092 / -8.092 eV

The geometry in ORCA input format:
```
! wB97M-V def2-TZVPD RIJCOSX def2/J DEFGRID3
* xyz 0 1
C -0.05 1.07 0.95
C 1.36 1.32 0.42
C -0.91 2.34 0.78
N 0.04 0.63 2.34
C -0.73 -0.06 0.16
N -1.79 -0.20 -0.36
H -0.87 0.65 2.79
H 0.67 1.23 2.87
H 1.80 2.18 0.93
H 1.34 1.55 -0.65
H 2.01 0.47 0.59
H -1.92 2.17 1.15
H -0.46 3.16 1.34
H -0.98 2.63 -0.27
C 0.55 -1.57 -1.82
C 0.40 -1.67 0.31
C -0.77 -1.78 -2.35
H 1.02 -0.60 -1.95
H 1.25 -2.40 -1.79
H -1.02 -1.13 -3.20
H 0.17 -1.44 1.36
H -0.08 -2.64 0.18
H 1.49 -1.73 0.31
H -1.03 -2.82 -2.53
H -1.50 -1.34 -1.55
*
```

***

Q.
ORCA calculation (ωB97M-V/def2-TZVPD) on 2 unconnected molecules or ions with the total composition C7H16N2.

Calculated values
frontier orbital gap = 9.28 eV
highest occupied orbital energy = -8.425 eV

The geometry in ORCA input format:
```
! wB97M-V def2-TZVPD RIJCOSX def2/J DEFGRID3
* xyz 0 1
H 2.61 0.20 -0.70
N 1.74 0.25 -0.17
C 1.20 -0.90 0.09
N 1.64 -2.07 -0.48
C -0.10 -0.90 0.74
C -1.03 -2.05 0.43
C -0.55 0.19 1.40
C 0.25 1.20 2.16
H 1.27 -2.94 -0.13
H 2.59 -2.10 -0.80
H -1.01 -2.32 -0.63
H -0.77 -2.94 1.01
H -2.05 -1.79 0.70
H -1.60 0.18 1.68
H 1.29 1.19 1.85
H -0.14 2.20 1.99
H 0.17 0.99 3.23
C -0.44 1.90 -0.97
C -1.00 1.02 -2.08
H 0.59 1.29 -0.57
H -1.24 2.24 -0.31
H 0.00 2.81 -1.38
H -1.86 1.47 -2.58
H -0.24 0.82 -2.83
H -1.30 0.05 -1.67
*
```

***

On energetic grounds, Q is preferred over the next structure by 293.4 kJ/mol.